{
  "formula": "C29H27BF7NO9S3SeTa",
  "method": "the ωB97M-V functional and the def2-TZVPD basis",
  "species": ["Ta", "O", "S", "O", "O", "C", "C", "C", "C", "C", "C", "S", "O", "O", "O", "H", "H", "H", "H", "C", "C", "C", "C", "C", "C", "N", "H", "H", "H", "H", "H", "H", "H", "H", "C", "C", "O", "C", "C", "H", "H", "H", "H", "H", "H", "H", "H", "H", "H", "O", "C", "O", "C", "C", "C", "C", "S", "C", "C", "H", "H", "H", "H", "H", "F", "C", "C", "F", "C", "F", "C", "Se", "C", "F", "C", "F", "F", "B", "F"],
  "coordinates": [[-1.04442, -0.12170, 0.17495], [-0.36974, 3.75693, 0.07579], [0.49247, 2.68870, 0.48180], [1.90363, 2.89630, 0.36460], [0.08462, 1.40256, -0.28921], [0.09503, 2.21119, 2.15742], [0.94967, 2.54936, 3.12794], [0.53014, 1.95208, 4.40609], [-1.72769, 1.03745, 4.69377], [-2.27440, 1.16064, 3.27066], [-2.52913, 2.02016, 2.12690], [-3.54268, 1.31904, 0.82421], [-4.92446, 1.52464, 1.13103], [-3.14982, -0.14678, 0.85025], [-2.97988, 1.90816, -0.37129], [1.88912, 3.03917, 2.90256], [1.01519, 1.01207, 4.64730], [-2.52147, 1.03059, 5.44257], [-2.76574, 0.21489, 3.06086], [-2.56629, 3.52624, 2.11541], [-1.10990, 1.26990, 2.22474], [-0.74143, 2.17066, 4.74878], [-1.06741, -0.33203, 4.53938], [-0.65195, -0.84081, 3.35823], [-0.06920, -2.22043, 3.28187], [-0.71060, -0.16475, 2.11423], [-3.49450, 3.83411, 2.60001], [-2.54526, 3.89837, 1.09601], [-1.72728, 3.95980, 2.65108], [-1.17340, 3.13430, 4.49624], [-0.92859, -0.94099, 5.42270], [-0.11844, -2.68749, 4.26426], [0.96902, -2.18608, 2.95135], [-0.60492, -2.84036, 2.56546], [-1.13318, 2.71432, -3.25687], [0.26376, 2.17037, -3.43498], [0.18980, 0.77652, -3.66996], [1.47667, 0.21310, -3.87169], [1.33166, -1.20084, -4.38593], [-1.09129, 3.78398, -3.04470], [-1.64538, 2.23445, -2.42336], [-1.71972, 2.55213, -4.16239], [0.88118, 2.36663, -2.54905], [0.75761, 2.65345, -4.29150], [2.03598, 0.22754, -2.92946], [2.02167, 0.82977, -4.60184], [0.80146, -1.81362, -3.66070], [2.31826, -1.63773, -4.55131], [0.78126, -1.20616, -5.32854], [6.77994, 0.11770, -3.76429], [6.73747, -0.87614, -2.84012], [7.56321, -1.74716, -2.87355], [5.63858, -0.79389, -1.83626], [5.01220, 0.40511, -1.50088], [3.98673, 0.42808, -0.57021], [3.56498, -0.75298, 0.03637], [2.20891, -0.72102, 1.17868], [4.20302, -1.94970, -0.28775], [5.23386, -1.96950, -1.20958], [5.99053, 0.66273, -3.68069], [5.33601, 1.34629, -1.93430], [3.50026, 1.35770, -0.30635], [3.87134, -2.86547, 0.18414], [5.73506, -2.89291, -1.46790], [-5.82633, -5.06826, 0.30391], [-4.93860, -4.22134, -0.22479], [-3.88393, -3.74765, 0.53583], [-3.73734, -4.13368, 1.80542], [-2.99739, -2.86341, -0.04322], [-1.97922, -2.40801, 0.73420], [-3.09469, -2.40797, -1.34062], [-1.85329, -1.17871, -2.09153], [-4.16051, -2.90811, -2.07677], [-4.34312, -2.52693, -3.34473], [-5.07106, -3.79938, -1.53762], [-6.09444, -4.24613, -2.27361], [0.67231, -2.93090, 0.34176], [0.84539, -1.59326, 0.03368], [1.24007, -1.41494, -1.29494]],
  "forces_ev_per_angstrom": [[0.3, -0.2, 0.5], [-0.1, -0.1, 0.0], [0.1, 0.4, 0.1], [0.0, -0.1, 0.0], [-0.1, -0.2, -0.2], [-0.1, -0.1, -0.1], [0.0, 0.0, 0.0], [0.0, 0.0, 0.0], [0.1, 0.0, 0.0], [-0.1, 0.0, 0.0], [0.1, 0.0, 0.0], [-0.2, -0.1, 0.0], [0.0, 0.0, 0.0], [0.3, 0.1, -0.2], [-0.1, 0.1, -0.1], [0.0, 0.0, 0.0], [0.0, 0.0, 0.0], [0.0, 0.0, 0.0], [0.0, 0.0, 0.0], [0.0, 0.0, 0.0], [0.1, 0.1, 0.1], [0.0, 0.0, 0.0], [0.0, 0.0, 0.0], [0.0, -0.1, 0.1], [0.0, 0.0, 0.0], [-0.1, 0.0, -0.2], [0.0, 0.0, 0.0], [0.0, 0.0, 0.0], [0.0, 0.0, 0.0], [0.0, 0.0, 0.0], [0.0, 0.0, 0.0], [0.0, 0.0, 0.0], [0.0, 0.0, 0.0], [0.0, 0.0, 0.0], [0.0, 0.0, 0.0], [0.0, 0.0, 0.0], [0.1, 0.0, 0.0], [0.0, 0.0, 0.0], [0.0, 0.1, 0.0], [0.0, 0.0, 0.0], [0.0, 0.0, 0.0], [0.0, 0.0, 0.0], [0.0, 0.0, 0.0], [0.0, 0.0, 0.0], [0.0, 0.0, 0.0], [0.0, 0.0, 0.0], [0.0, 0.0, 0.0], [0.0, 0.0, 0.0], [0.0, 0.0, 0.0], [0.1, -0.1, 0.0], [0.0, 0.0, 0.1], [0.0, 0.0, 0.0], [0.0, 0.0, 0.0], [0.0, 0.0, 0.0], [0.0, 0.0, 0.0], [-0.1, 0.0, 0.1], [0.1, 0.0, -0.1], [0.0, 0.0, 0.0], [0.0, 0.0, 0.0], [-0.1, 0.1, 0.0], [0.0, 0.0, 0.0], [0.0, 0.0, 0.0], [0.0, 0.0, 0.0], [0.0, 0.0, 0.0], [0.0, 0.0, 0.0], [0.0, 0.0, 0.0], [0.0, 0.0, -0.1], [0.0, 0.0, 0.0], [0.1, 0.0, 0.2], [-0.1, 0.0, -0.1], [-0.1, 0.0, 0.0], [0.0, 0.1, 0.0], [0.0, 0.0, 0.0], [0.0, 0.0, 0.0], [0.0, 0.0, 0.0], [0.0, 0.0, 0.0], [0.0, 0.0, 0.0], [-0.3, 0.1, -0.1], [0.0, 0.0, 0.0]],
  "homo_energy_ha": -0.19025,
  "lumo_ev": 2.0,
  "orbital_gap_ev": 7.13,
  "charge": -1,
  "de_lowest_kj_mol": 541.44
}

---

{
  "formula": "C29H27Br2Cl2N4O3Ru",
  "method": "the ωB97M-V functional and the def2-TZVPD basis",
  "species": ["Ru", "C", "O", "C", "C", "C", "C", "C", "C", "N", "C", "N", "C", "C", "C", "C", "C", "C", "O", "C", "N", "C", "C", "C", "C", "C", "C", "O", "C", "H", "H", "H", "H", "H", "H", "H", "H", "H", "H", "H", "H", "H", "H", "H", "H", "H", "H", "H", "H", "H", "H", "Br", "C", "Br", "H", "H", "Cl", "C", "C", "C", "C", "C", "Cl", "C", "N", "H", "H", "H"],
  "coordinates": [[0.89435, -1.54012, 1.44881], [0.00639, 3.30879, -3.64936], [-0.46055, 2.72236, -2.44526], [-0.91221, 3.55140, -1.46670], [-0.86685, 4.93841, -1.53621], [-1.39405, 5.70544, -0.50520], [-1.96575, 5.09660, 0.59947], [-1.98372, 3.71217, 0.67848], [-1.44294, 2.93298, -0.33110], [-1.47874, 1.51255, -0.20686], [-0.39623, 0.70324, -0.01684], [0.77934, 1.16138, -0.42222], [2.07015, 0.71990, -0.11324], [2.33084, -0.40265, 0.64008], [3.66719, -0.72348, 0.91011], [4.69387, 0.07650, 0.45335], [4.41913, 1.24258, -0.26539], [3.10594, 1.56126, -0.53934], [2.69875, 2.69918, -1.18570], [3.65186, 3.73515, -1.33066], [-0.53777, -0.47707, 0.58448], [-1.82466, -1.03013, 0.85047], [-2.11344, -1.49697, 2.12701], [-3.34112, -2.06464, 2.43314], [-4.29974, -2.18481, 1.44329], [-4.02914, -1.74243, 0.15477], [-2.79860, -1.17281, -0.15300], [-2.45768, -0.73963, -1.39033], [-3.41758, -0.85186, -2.42522], [0.23572, 2.48160, -4.31374], [0.91147, 3.89671, -3.47908], [-0.76041, 3.94099, -4.10265], [-0.42879, 5.42708, -2.39470], [-1.35162, 6.78480, -0.57201], [-2.38370, 5.68906, 1.40197], [-2.41385, 3.21712, 1.54103], [-2.30775, 1.16504, 0.25027], [0.76592, 2.01909, -0.95281], [3.89428, -1.59154, 1.51170], [5.72275, -0.18550, 0.66552], [5.22535, 1.88905, -0.58089], [3.11044, 4.59545, -1.71701], [4.43922, 3.46082, -2.03632], [4.09751, 3.99072, -0.36704], [-1.37867, -1.35246, 2.90924], [-3.53970, -2.40844, 3.43900], [-5.26435, -2.62365, 1.66188], [-4.77820, -1.86387, -0.61439], [-2.95395, -0.41967, -3.30722], [-4.32675, -0.29403, -2.18724], [-3.67136, -1.89626, -2.62115], [1.41019, -1.97123, 3.79061], [1.00613, 0.84776, 2.81016], [1.16773, 2.66975, 2.28756], [1.82329, 0.51627, 3.42918], [0.00138, 0.61966, 3.14295], [-1.93270, -4.45225, -0.04687], [-0.42339, -5.24554, 0.23782], [-0.35110, -6.62101, 0.15423], [0.85273, -7.25921, 0.40556], [1.96894, -6.52196, 0.76452], [1.88678, -5.14395, 0.84492], [3.27837, -4.24608, 1.32358], [0.69152, -4.45231, 0.56779], [0.58701, -3.08501, 0.60389], [-1.23574, -7.18568, -0.10658], [0.92162, -8.33566, 0.32255], [2.90667, -7.00899, 0.99295]],
  "forces_ev_per_angstrom": [[-1.0, 1.9, -0.3], [0.0, 0.0, 0.0], [0.0, 0.0, -0.1], [-0.1, 0.1, 0.0], [0.0, 0.1, 0.0], [0.0, 0.0, 0.0], [-0.1, 0.0, -0.1], [0.0, 0.0, 0.0], [0.1, -0.1, 0.0], [-0.1, 0.1, 0.1], [-0.1, 0.0, 0.3], [0.0, 0.0, -0.2], [-0.1, -0.1, -0.2], [0.3, -0.4, 0.1], [0.1, 0.1, 0.0], [-0.1, 0.1, 0.0], [0.0, -0.1, 0.0], [0.1, 0.0, 0.0], [0.0, 0.0, -0.1], [0.0, 0.0, 0.0], [-0.2, -0.1, -0.1], [0.0, 0.4, 0.1], [-0.1, 0.3, 0.1], [0.0, -0.1, 0.0], [0.1, 0.0, 0.0], [0.0, 0.0, 0.0], [0.0, -0.1, -0.1], [0.0, -0.1, -0.1], [0.0, 0.0, 0.0], [0.0, 0.0, 0.0], [0.0, 0.0, 0.0], [0.0, 0.0, 0.0], [0.0, 0.0, 0.0], [0.0, 0.0, 0.0], [0.0, 0.0, 0.0], [0.1, 0.0, 0.0], [0.0, 0.0, 0.0], [0.0, 0.1, 0.1], [0.0, 0.0, 0.0], [0.0, 0.0, 0.0], [0.0, 0.0, 0.0], [0.0, 0.0, 0.0], [0.0, 0.0, 0.0], [0.0, 0.0, 0.0], [0.0, -0.1, 0.0], [0.0, 0.0, 0.0], [0.0, 0.0, 0.0], [0.0, 0.0, 0.0], [0.0, 0.0, 0.0], [0.0, 0.0, 0.0], [0.0, 0.0, 0.0], [0.0, -0.6, 0.0], [-0.1, -2.0, -0.9], [0.0, 0.1, 0.1], [-0.1, 0.4, 0.2], [0.1, 0.3, 0.4], [0.0, 0.0, -0.1], [0.0, 0.1, 0.0], [-0.1, 0.0, -0.1], [0.0, 0.0, 0.0], [0.0, 0.0, 0.0], [0.0, 0.1, 0.1], [0.1, -0.1, -0.1], [-0.2, 0.1, -0.3], [1.1, -0.3, 1.1], [0.0, 0.0, 0.0], [0.0, 0.0, 0.0], [0.0, 0.0, 0.0]],
  "homo_energy_ha": [-0.24712, -0.24264],
  "multiplicity": 2,
  "lumo_ev": [-1.0, -1.1],
  "orbital_gap_ev": [5.73, 5.55],
  "charge": 0,
  "de_lowest_kj_mol": 0.00
}

---

Number 1 is which compound?
C29H27BF7NO9S3SeTa